{
  "formula": "C23H27N3O5S",
  "method": "ωB97M-V with the def2-TZVPD basis set",
  "species": ["C", "H", "O", "C", "C", "C", "C", "C", "C", "H", "H", "N", "S", "O", "O", "C", "C", "O", "N", "C", "C", "H", "H", "H", "C", "H", "H", "H", "C", "H", "C", "O", "N", "H", "C", "H", "C", "C", "C", "C", "C", "C", "C", "H", "H", "C", "H", "H", "H", "H", "H", "H", "H", "H", "H", "H", "H", "H", "H"],
  "coordinates": [[3.0041, 5.5222, -2.6506], [3.2120, 6.1490, -3.5163], [2.8703, 4.2136, -3.1539], [2.6241, 3.2023, -2.2779], [2.4573, 3.3544, -0.9057], [2.1858, 2.2564, -0.1066], [2.0923, 0.9889, -0.6617], [2.2897, 0.8296, -2.0316], [2.5428, 1.9224, -2.8318], [2.6942, 1.8106, -3.8938], [2.2591, -0.1590, -2.4626], [1.7821, -0.1731, 0.0917], [0.1471, -0.5587, 0.0555], [0.0277, -1.8282, 0.7160], [-0.6541, 0.5322, 0.5312], [-0.2260, -0.7884, -1.6483], [-0.8196, 0.1014, -2.5087], [-1.0265, -0.5110, -3.6770], [-0.5887, -1.7967, -3.6053], [-0.1083, -1.9893, -2.4081], [0.4660, -3.2752, -1.9581], [1.5531, -3.2066, -1.9433], [0.1693, -4.0703, -2.6356], [0.1301, -3.4806, -0.9442], [-1.2005, 1.5177, -2.3394], [-2.1137, 1.7273, -2.8911], [-0.4077, 2.1598, -2.7245], [-1.3320, 1.7195, -1.2795], [2.3622, -0.3427, 1.4210], [3.3747, 0.0650, 1.3973], [1.5623, 0.3563, 2.5343], [1.8239, 1.4859, 2.9047], [0.5914, -0.3945, 3.0777], [0.2919, -1.2265, 2.5832], [-0.4137, 0.2197, 3.9286], [0.0851, 0.6168, 4.8181], [-1.4838, -0.8034, 4.3090], [-2.1062, -1.4093, 3.0780], [-2.8415, -0.6239, 2.1992], [-3.3331, -1.1542, 1.0232], [-3.1161, -2.4863, 0.6945], [-2.4164, -3.2798, 1.5913], [-1.9130, -2.7470, 2.7639], [-1.3517, -3.3801, 3.4377], [-2.2438, -4.3218, 1.3615], [-3.6023, -3.0407, -0.6115], [-4.5437, -2.5797, -0.9032], [-2.8717, -2.8385, -1.3965], [-3.7407, -4.1177, -0.5506], [-3.8837, -0.5206, 0.3419], [-3.0155, 0.4170, 2.4275], [-1.0343, -1.5882, 4.9206], [-2.2444, -0.2963, 4.9071], [-0.8654, 1.0602, 3.3896], [2.3961, -1.4186, 1.6097], [2.0569, 2.3939, 0.9551], [2.5289, 4.3243, -0.4407], [2.0827, 5.8641, -2.1689], [3.8348, 5.5963, -1.9421]],
  "smiles": "COc1ccc(N(CC(=O)NCCc2ccc(C)cc2)S(=O)(=O)c2c(C)noc2C)cc1",
  "de_lowest_kcal_mol": 93.9,
  "total_energy_ha": -1831.2627,
  "orbital_gap_ev": 9.283,
  "homo_energy_ha": -0.3160
}


{
  "formula": "C3H2O3",
  "method": "ωB97M-V with the def2-TZVPD basis set",
  "species": ["O", "C", "C", "O", "C", "O", "H", "H"],
  "coordinates": [[-1.2638, -0.5348, 1.1159], [-0.9841, 0.5271, 0.6140], [0.1950, 0.5476, -0.3570], [0.5429, 1.5074, -0.9965], [0.8581, -0.8375, -0.4017], [1.8048, -1.0850, 0.2975], [-1.5513, 1.4499, 0.8176], [0.3984, -1.5746, -1.0899]],
  "smiles": "O=CC(=O)C=O",
  "de_lowest_kcal_mol": 37.7,
  "total_energy_ha": -341.1768,
  "orbital_gap_ev": 8.755,
  "homo_energy_ha": -0.3663
}


{
  "formula": "C7H14O",
  "method": "ωB97M-V with the def2-TZVPD basis set",
  "species": ["C", "C", "C", "C", "C", "C", "C", "H", "H", "H", "H", "H", "H", "H", "H", "H", "H", "H", "H", "H", "H", "O"],
  "coordinates": [[2.3624, -0.0516, 0.6888], [1.4144, -0.2452, -0.4985], [-0.0054, 0.2343, -0.2354], [-0.2083, 1.5465, -0.1150], [-1.1237, -0.7440, 0.0411], [-1.7042, -0.6119, 1.4700], [-2.1792, 0.4635, 2.0556], [3.1208, 0.7120, 0.5723], [1.7775, 0.1800, 1.5801], [2.8365, -0.9870, 0.9929], [1.3092, -1.2920, -0.8121], [1.8492, 0.1849, -1.3876], [-1.1888, 1.9789, -0.0119], [0.6612, 2.1846, -0.1855], [-0.9188, -1.8035, -0.1330], [-1.9956, -0.6034, -0.6142], [-1.8199, -1.5896, 1.9330], [-2.7019, 0.3891, 3.0017], [-2.1608, 1.4687, 1.6537], [-0.1783, -0.5566, -2.6751], [0.6743, -0.7770, -3.8877], [0.1795, -0.0806, -3.4331]],
  "smiles": "C=CCC(=C)CC.O",
  "de_lowest_kcal_mol": 50.1,
  "total_energy_ha": -350.2796,
  "orbital_gap_ev": 9.951,
  "homo_energy_ha": -0.3368
}


{
  "formula": "C8H18FNO5S",
  "method": "ωB97M-V with the def2-TZVPD basis set",
  "species": ["C", "C", "O", "C", "N", "C", "C", "O", "S", "O", "O", "F", "H", "H", "H", "H", "H", "H", "H", "H", "H", "H", "H", "H", "C", "C", "O", "C", "H", "H", "H", "H", "H", "H"],
  "coordinates": [[1.9336, 0.9047, 0.9198], [2.1117, 1.0976, -0.6343], [1.4167, 2.2358, -1.1511], [0.2654, 1.8860, -1.8893], [-1.0233, 2.1325, -1.1841], [-1.3639, 1.0229, -0.2548], [-2.6381, 0.2089, -0.7261], [-2.9207, -0.7587, 0.3038], [-1.0483, 3.6476, -0.4318], [-0.5666, 3.6373, 0.9657], [-0.2776, 4.6522, -1.2110], [-2.6169, 4.1510, -0.5091], [2.3156, -0.1085, 1.1807], [0.8756, 0.9970, 1.2485], [2.5250, 1.6694, 1.4838], [1.8864, 0.1365, -1.1510], [3.2039, 1.2936, -0.8022], [0.2536, 2.5575, -2.7860], [0.2610, 0.8456, -2.2808], [-1.4789, 1.3230, 0.8117], [-0.5171, 0.2897, -0.2878], [-3.5092, 0.8938, -0.8459], [-2.3945, -0.3408, -1.6687], [-2.1975, -0.7194, 0.9403], [-0.6717, -3.7276, 0.7565], [0.5262, -2.8171, 0.7183], [0.4773, -1.7349, 0.1701], [1.7859, -3.3004, 1.3859], [-1.5052, -3.2518, 0.2385], [-0.4387, -4.6693, 0.2564], [-0.9632, -3.9158, 1.7915], [2.1263, -4.2234, 0.9135], [1.6021, -3.4694, 2.4483], [2.5647, -2.5455, 1.2809]],
  "smiles": "CCOCN(CCO)S(=O)(=O)F.CC(C)=O",
  "de_lowest_kcal_mol": 0.0,
  "total_energy_ha": -1244.5512,
  "orbital_gap_ev": 10.763,
  "homo_energy_ha": -0.3780
}


{
  "formula": "C4H7NO",
  "method": "ωB97M-V with the def2-TZVPD basis set",
  "species": ["C", "C", "C", "C", "H", "H", "H", "H", "H", "H", "H", "N", "O"],
  "coordinates": [[-0.0859, 1.1323, 0.6586], [-0.2220, 0.6583, -0.9241], [0.0886, -0.8428, -1.0597], [1.0244, -1.3737, -0.2936], [-1.7197, 0.1584, 1.2965], [-0.7781, 0.5203, 2.5445], [-1.1060, 0.8912, -1.4154], [0.4547, 1.2256, -1.4727], [-0.5829, -1.2774, -1.8199], [1.2580, -2.4399, -0.3668], [1.6872, -0.8481, 0.3725], [-0.8343, 0.3509, 1.5394], [0.8160, 1.8449, 0.9408]],
  "smiles": "C=CCC(N)=O",
  "de_lowest_kcal_mol": 38.6,
  "total_energy_ha": -286.5702,
  "orbital_gap_ev": 10.405,
  "homo_energy_ha": -0.3472
}


{
  "formula": "CBrCl2NO2",
  "method": "ωB97M-V with the def2-TZVPD basis set",
  "species": ["C", "N", "O", "O", "Cl", "Cl", "Br"],
  "coordinates": [[-1.1400, -0.8795, 0.2450], [1.5375, 1.0420, -0.1023], [2.1964, 0.2279, 0.3854], [1.5686, 1.9630, -0.8037], [-2.4332, -1.5885, 1.2984], [-0.6271, -1.7306, -1.1658], [-1.1023, 0.9657, 0.1430]],
  "de_lowest_kcal_mol": 52.3,
  "total_energy_ha": -3737.5317,
  "orbital_gap_ev": [8.167, 8.107],
  "homo_energy_ha": [-0.3382, -0.3232]
}


{
  "formula": "C4H8O2",
  "method": "ωB97M-V with the def2-TZVPD basis set",
  "species": ["C", "C", "C", "O", "C", "O", "H", "H", "H", "H", "H", "H", "H", "H"],
  "coordinates": [[-1.0573, -1.1348, 0.3611], [-0.2212, 0.1388, 0.2673], [1.1827, -0.0560, -0.3618], [2.1516, 0.8160, 0.1795], [-0.9049, 1.2260, -0.5327], [-1.9309, 1.0831, -1.1534], [-2.1176, -0.8879, 0.4593], [-0.7592, -1.7270, 1.2324], [-0.9536, -1.7644, -0.5284], [-0.0533, 0.5487, 1.2741], [1.4880, -1.1083, -0.2753], [1.1525, 0.1776, -1.4332], [2.3777, 0.4977, 1.0627], [-0.3544, 2.1906, -0.5516]],
  "smiles": "C[C@H](C=O)CO",
  "de_lowest_kcal_mol": 29.3,
  "total_energy_ha": -307.6657,
  "orbital_gap_ev": 10.490,
  "homo_energy_ha": -0.3586
}


{
  "formula": "C6H14S4",
  "method": "ωB97M-V with the def2-TZVPD basis set",
  "species": ["C", "C", "C", "C", "C", "C", "H", "H", "H", "H", "H", "H", "H", "H", "H", "H", "H", "H", "H", "H", "S", "S", "S", "S"],
  "coordinates": [[-2.1363, -0.8804, 2.3470], [-1.1708, 0.2287, 1.6296], [-2.0831, 1.4212, 1.4829], [1.2492, -0.6329, -0.4597], [2.6026, -0.9305, -1.1579], [2.7741, -0.0150, -2.4276], [-3.1153, -0.9688, 1.8157], [-2.3314, -0.8172, 3.4779], [-1.4717, -1.8136, 2.2891], [-1.1392, -0.2715, 0.5916], [-0.1768, 0.2111, 1.9679], [-3.1581, 1.1690, 1.5264], [-1.9913, 1.9316, 2.5278], [1.0462, -1.5004, 0.2142], [0.9671, 0.3881, -0.0535], [3.5890, -0.8858, -0.5365], [2.4563, -1.9679, -1.7341], [2.6057, 0.8784, -2.0121], [2.2077, -0.3910, -3.2969], [3.8935, 0.0649, -2.7781], [-1.6845, 2.5549, 0.1498], [-2.2888, 1.9677, -1.5039], [-0.6205, 1.1284, -2.2539], [-0.0237, -0.8691, -1.8056]],
  "smiles": "CCCSSSSCCC",
  "de_lowest_kcal_mol": 61.3,
  "total_energy_ha": -1829.6654,
  "orbital_gap_ev": 8.612,
  "homo_energy_ha": -0.3137
}


{
  "formula": "C8H12",
  "method": "ωB97M-V with the def2-TZVPD basis set",
  "species": ["C", "C", "C", "C", "C", "C", "C", "C", "H", "H", "H", "H", "H", "H", "H", "H", "H", "H", "H", "H"],
  "coordinates": [[-1.7364, 0.3321, 0.0272], [-1.2131, -1.0053, 0.5422], [-0.3773, -1.6846, -0.3863], [0.9671, -1.5974, -0.3624], [1.7068, -0.4102, 0.0099], [1.3888, 1.0213, 0.5525], [0.3728, 1.6605, -0.3453], [-0.9049, 1.4523, -0.6071], [-2.6531, -0.0552, -0.5681], [-2.1934, 0.9166, 1.2169], [-2.0869, -1.6498, 0.8751], [-0.9793, -0.5223, 1.6884], [-1.0464, -2.1570, -1.3347], [1.3984, -2.3970, -0.8538], [2.6500, -0.8893, 0.3756], [2.0510, -0.1843, -1.0606], [2.3223, 1.5483, 0.5755], [0.9507, 0.8173, 1.5470], [0.8606, 2.5253, -0.7713], [-1.4779, 2.2787, -1.1208]],
  "de_lowest_kcal_mol": 105.1,
  "total_energy_ha": -311.8189,
  "orbital_gap_ev": 9.082,
  "homo_energy_ha": -0.3024
}